# 1
This record from the OMol25 dataset describes 2 unconnected molecules or ions with the total composition C24H22ClF8N3O6P. The level of theory is wB97M-V/def2-TZVPD.

LUMO level	-4.8	eV
Kohn-Sham gap	6.261	eV
E	-3143.25383	Eh
net charge	+1
max |F|	8.5	eV/A

Last column: Mulliken charge in e.
Element x y z (Å)
C (3.3265, -0.1268, 0.9114)  -1.4102
C (2.7582, -1.4836, 1.6254)  0.4652
C (3.5884, -2.3046, 2.7161)  0.2957
C (5.0572, -1.7676, 3.0730)  -0.6290
C (6.0001, -2.0278, 1.7702)  -0.4562
C (6.6584, -0.6583, 1.1911)  0.4699
O (7.0848, 0.2693, 1.9450)  -0.5166
O (6.7565, -0.4193, -0.2396)  -0.4708
C (2.8922, -3.5888, 3.3064)  0.1979
P (3.7942, -4.7062, 4.5811)  0.3017
O (5.5113, -4.6899, 4.2504)  -0.4731
Cl (3.4993, -3.9355, 6.5636)  -0.2148
C (1.4270, -3.9757, 2.8319)  -0.0176
N (0.8159, -5.2001, 3.4551)  -0.5046
C (1.0572, -6.2325, 2.6417)  0.7789
O (0.9899, -7.0543, 1.6985)  -0.3878
N (0.6783, -3.1968, 1.8194)  0.3038
C (-0.7241, -3.6128, 1.4048)  -0.7621
C (-1.8801, -2.7938, 2.2172)  -0.6008
C (-2.2870, -1.4831, 1.3518)  0.5984
C (-2.6779, -1.5455, -0.1806)  -0.3832
C (-3.0330, -0.2714, -1.0567)  -0.4860
C (-2.9898, 1.1244, -0.3178)  -0.1423
C (-2.6015, 1.2182, 1.2261)  -0.5388
C (-2.2604, -0.0721, 2.0493)  -0.4507
C (1.3144, -2.0071, 1.2124)  -0.2283
N (0.6318, -1.1936, 0.1461)  -0.1512
C (1.0934, -1.6313, -1.0258)  0.6980
O (1.8258, -1.7937, -2.0350)  -0.4387
H (3.6180, -0.3936, -0.1668)  0.3091
H (4.1487, 0.3868, 1.5215)  0.3337
H (2.4175, 0.6037, 0.9181)  0.4436
H (5.4957, -2.1665, 4.0530)  0.3387
H (4.9742, -0.6128, 3.1970)  0.4014
H (5.2917, -2.4015, 0.9220)  0.3227
H (6.7899, -2.8564, 1.9477)  0.3969
H (6.7959, -1.2949, -0.7135)  0.3539
H (5.8944, -4.3085, 5.0888)  0.3181
H (-0.7652, -3.4480, 0.2648)  0.3878
H (-0.9293, -4.7316, 1.6117)  0.4336
H (-1.3680, -2.4131, 3.1906)  0.2768
H (-2.8130, -3.4321, 2.4350)  0.3450
H (-2.6638, -2.5747, -0.6828)  0.3129
H (-3.2909, -0.3762, -2.1827)  0.3345
H (-3.2118, 2.0520, -0.9537)  0.2316
H (-2.5593, 2.2692, 1.6945)  0.3373
H (-1.9943, 0.0749, 3.1662)  0.2480
C (-5.2427, 4.0901, -4.2042)  -0.7935
C (-4.5296, 4.1098, -2.8377)  1.0495
C (-4.4981, 5.4643, -2.1315)  0.0445
F (-3.8338, 6.3994, -2.8369)  -0.2170
F (-3.8563, 5.3605, -0.9377)  -0.2726
F (-3.2789, 3.6025, -2.9821)  -0.2812
F (-5.1962, 3.2317, -2.0276)  -0.3319
O (-4.4074, 4.1690, -5.3649)  -0.4016
C (-4.0351, 5.4668, -5.7942)  0.7612
C (-2.5218, 5.6988, -5.7246)  0.2011
F (-2.0547, 5.5556, -4.4629)  -0.2141
F (-2.2064, 6.9568, -6.1171)  -0.2576
F (-4.7399, 6.3886, -5.1083)  -0.2680
F (-4.4479, 5.5636, -7.0803)  -0.2925
H (-5.7155, 3.1062, -4.2856)  0.4379
H (-6.0752, 4.7978, -4.2521)  0.3240
H (-5.5091, 5.8311, -1.9320)  0.2950
H (-1.9889, 4.9911, -6.3645)  0.2442

=====

# 2
This record from the OMol25 dataset describes 3 unconnected molecules or ions with the total composition C16H42BrN3O2PS. The level of theory is wB97M-V/def2-TZVPD.

LUMO level	-4.8	eV
Kohn-Sham gap	5.276	eV
E	-4262.84981	Eh
net charge	+1
max |F|	0.5	eV/A

Last column: Mulliken charge in e.
Element x y z (Å)
C (0.1167, 1.3367, -0.0357)  -1.1602
C (0.6724, 0.0436, 0.5578)  -0.0329
C (0.2344, -1.2115, -0.1902)  -0.7537
O (-0.4961, -2.0893, 0.7102)  -0.1925
C (-1.6556, -2.6172, 0.3273)  -0.4967
S (-3.2230, -1.7293, 1.0379)  0.0418
Br (-2.4554, -0.7305, 2.7718)  0.0237
P (-3.9724, -0.2114, -0.5072)  0.2860
N (-3.6161, 1.1414, 0.3772)  -0.4317
O (-2.7542, -0.3291, -1.5876)  -0.3450
H (-0.9298, 1.2013, -0.3186)  -0.1079
H (0.6529, 1.6598, -0.9278)  0.4104
H (0.1626, 2.1510, 0.6872)  0.4537
H (0.3192, -0.0738, 1.5837)  0.1724
H (1.7598, 0.0890, 0.6152)  0.2767
H (-0.4114, -0.9724, -1.0384)  0.5793
H (1.0777, -1.7970, -0.5513)  0.3493
H (-1.8511, -2.6129, -0.7485)  0.4667
H (-1.8051, -3.6071, 0.7540)  0.4787
H (-2.7803, 1.1479, 0.9524)  0.3254
H (-3.6620, 1.9846, -0.1920)  0.2534
H (-3.0575, -0.7417, -2.4181)  0.3350
C (0.6256, -3.7708, 3.3086)  -1.1037
C (1.9093, -4.5561, 3.5200)  -0.5439
N (2.7356, -4.5943, 2.3248)  0.1360
C (3.8197, -5.5637, 2.4005)  -0.6956
C (4.9209, -5.3324, 3.4399)  -0.9862
C (3.0776, -3.3015, 1.7555)  0.0498
C (3.7973, -2.2848, 2.6518)  -1.0793
H (0.0826, -4.1709, 2.4495)  0.1777
H (-0.0138, -3.8446, 4.1900)  0.4866
H (0.8170, -2.7124, 3.1288)  0.1794
H (1.6600, -5.5915, 3.7648)  0.5067
H (2.4311, -4.1510, 4.4010)  0.2534
H (4.2698, -5.6298, 1.4065)  0.3645
H (3.3590, -6.5373, 2.5900)  0.4256
H (5.5946, -4.5253, 3.1551)  0.2267
H (5.5213, -6.2375, 3.5414)  0.4012
H (4.5096, -5.1017, 4.4233)  0.2825
H (2.1519, -2.8427, 1.3946)  -0.4835
H (3.6800, -3.4958, 0.8642)  0.4609
H (3.3431, -2.2308, 3.6425)  0.2299
H (3.7357, -1.2884, 2.2083)  0.4037
H (4.8521, -2.5185, 2.7813)  0.3293
C (-0.7036, 2.9151, -4.5798)  -1.5299
C (-1.6971, 3.1899, -3.4625)  0.0721
N (-1.2140, 4.1602, -2.4947)  0.1951
C (-2.0131, 4.2159, -1.2897)  0.6157
C (-3.4714, 4.6867, -1.3880)  -1.3348
C (-0.7893, 5.4452, -3.0390)  -0.7472
C (-1.8167, 6.2489, -3.8433)  -0.9534
H (0.2640, 2.6184, -4.1725)  0.3015
H (-1.0745, 2.1105, -5.2160)  0.4527
H (-0.5527, 3.7858, -5.2168)  0.3315
H (-1.8723, 2.2601, -2.9069)  0.0681
H (-2.6652, 3.4675, -3.9100)  0.2674
H (-1.4846, 4.8358, -0.5607)  0.4350
H (-2.0060, 3.1973, -0.8759)  -0.9269
H (-3.5468, 5.7645, -1.5172)  0.3216
H (-4.0069, 4.4418, -0.4660)  0.5285
H (-3.9981, 4.2108, -2.2171)  0.2467
H (0.0847, 5.2671, -3.6673)  0.4346
H (-0.4287, 6.0422, -2.1982)  0.3792
H (-2.3564, 5.6187, -4.5521)  0.2527
H (-1.3070, 7.0221, -4.4191)  0.3771
H (-2.5498, 6.7451, -3.2090)  0.2592

=====

# 3
This record from the OMol25 dataset describes a molecular structure, C18H23Cl5IIrN4O2S5. The level of theory is wB97M-V/def2-TZVPD.

LUMO level (alpha / beta)	-5.7 / -7.4	eV
Kohn-Sham gap (alpha / beta)	6.809 / 5.674	eV
ΔE to the lowest compared entry with this formula, charge and spin	0.0	kJ/mol
E	-5762.56742	Eh
2S+1	5
net charge	+2
max |F|	1.8	eV/A

Last column: Mulliken charge in e.
Element x y z (Å)
Ir (-0.6702, -1.3200, 0.2890)  1.3712
N (1.2791, 0.5273, 2.0287)  0.8521
C (0.8156, 0.7377, 3.4249)  0.4214
C (0.6322, -0.6012, 4.1343)  -1.3469
C (-0.5798, -1.4296, 3.6879)  0.2181
N (-0.3410, -2.1794, 2.4170)  -0.6154
C (-1.8513, -0.5798, 3.5931)  -1.3498
C (-1.6890, 0.7718, 2.8900)  0.2374
N (-1.6334, 0.5887, 1.4114)  -0.5601
C (-0.4761, 1.5487, 3.4121)  -1.4139
H (2.1564, 0.0125, 1.9674)  0.5247
H (1.3603, 1.4296, 1.4806)  -0.3208
H (0.5777, -0.0634, 1.5236)  -0.7476
H (1.5912, 1.3048, 3.9398)  0.3067
H (0.4935, -0.3859, 5.1948)  0.5037
H (1.5458, -1.1993, 4.0570)  0.4050
H (-0.7493, -2.1676, 4.4756)  0.3990
H (-1.0116, -2.9430, 2.3847)  0.3668
H (0.5746, -2.6230, 2.4569)  0.2569
H (-2.2074, -0.3931, 4.6070)  0.5295
H (-2.6268, -1.1534, 3.0763)  0.3623
H (-2.5759, 1.3636, 3.1294)  0.4631
H (-1.3054, 1.4465, 0.9695)  -0.0397
H (-2.5805, 0.4540, 1.0678)  0.4233
H (-0.6856, 1.8624, 4.4351)  0.5011
H (-0.3386, 2.4602, 2.8234)  0.5398
Cl (-4.4502, -3.0579, -5.5053)  -0.1436
C (-3.4166, -2.2693, -4.4006)  0.5030
C (-3.7356, -2.2383, -3.0417)  -0.2594
Cl (-5.1980, -2.9330, -2.4819)  -0.1573
C (-2.8579, -1.6437, -2.1483)  0.8869
Cl (-3.2027, -1.6669, -0.4576)  -0.2513
C (-1.6420, -1.0488, -2.5408)  -0.7014
O (-0.7876, -0.5339, -1.6970)  -0.7483
C (-1.3744, -1.0622, -3.9277)  0.5730
Cl (0.1119, -0.3649, -4.4494)  -0.1526
C (-2.2286, -1.6681, -4.8388)  -0.0018
Cl (-1.8295, -1.7013, -6.5011)  -0.1447
N (3.6068, -2.7912, -0.4470)  -0.3308
C (2.3953, -2.2546, -0.5580)  0.4129
O (1.9134, -1.5082, 0.3104)  -0.5263
C (1.6043, -2.6149, -1.7831)  -0.2766
I (-0.0714, -3.7836, -1.0824)  0.0896
H (4.1824, -2.5858, 0.3547)  0.2483
H (3.9909, -3.3939, -1.1554)  0.2253
H (2.1474, -3.2099, -2.5099)  0.5887
H (1.1592, -1.7293, -2.2320)  -0.2133
C (-0.7399, 3.8178, -2.8162)  -0.5090
S (0.8450, 4.4120, -3.4321)  0.0289
C (2.0784, 4.1031, -2.2633)  0.0949
C (2.0933, 3.4665, -1.0130)  0.2789
S (0.8197, 2.8214, -0.1242)  -0.3699
S (3.6756, 3.3835, -0.2594)  -0.0296
C (4.5878, 4.2153, -1.4803)  0.0514
S (6.1817, 4.5039, -1.3789)  -0.0967
S (3.6057, 4.7257, -2.8278)  -0.0324
H (-1.4174, 3.9591, -3.6583)  0.3865
H (-1.0682, 4.4154, -1.9720)  0.3492
H (-0.6830, 2.7671, -2.5589)  -0.0605

=====

> What is the max |F| in the second record?

0.5 eV/A